No. 1
Entry from the Open Molecules 2025 dataset: an isolated molecule of C5H11NSi (ωB97M-V/def2-TZVPD).

```
! RIJCOSX wB97M-V def2-TZVPD def2/J DEFGRID3
* xyz 0 1
C 1.12 -1.71 0.08
Si 0.14 -0.16 -0.01
C 1.21 1.31 -0.42
C -1.04 -0.33 -1.49
C -0.78 0.13 1.60
C -1.38 1.38 1.43
N -1.72 2.47 1.19
H 0.43 -2.52 0.31
H 1.90 -1.69 0.87
H 1.60 -1.86 -0.87
H 1.69 1.14 -1.39
H 1.95 1.44 0.39
H 0.51 2.13 -0.49
H -1.71 -1.19 -1.34
H -0.51 -0.48 -2.40
H -1.68 0.54 -1.57
H -1.54 -0.64 1.63
H -0.18 0.05 2.49
*
```

Properties
**SMILES**: C[Si](C)(C)CC#N
**Orbital gap**: 11.295 eV
**Largest force on an atom**: 3.7 eV Å⁻¹

Atomic partial charges in e from the Mulliken method, atoms 1 to 8: -0.950 0.114 -0.958 -1.038 -0.417 0.216 -0.491 0.288

No. 2
Entry from the Open Molecules 2025 dataset: an isolated molecule of C5H11NSi (ωB97M-V/def2-TZVPD).

```
! RIJCOSX wB97M-V def2-TZVPD def2/J DEFGRID3
* xyz 0 1
C 2.61 -0.14 0.90
C 1.49 -0.43 -0.04
C 0.67 -1.37 -0.52
C 0.14 -0.06 -0.98
N -1.08 0.34 -0.39
C -1.16 1.78 -0.63
Si -1.95 -0.76 0.58
H 2.46 -0.90 1.77
H 2.47 0.90 1.15
H 3.55 -0.30 0.34
H 0.31 -2.40 -0.38
H 0.32 0.29 -2.02
H -0.80 2.01 -1.74
H -2.25 2.03 -0.37
H -0.37 2.32 -0.10
H -3.21 -0.28 1.07
H -2.24 -1.90 -0.39
H -0.97 -1.14 1.75
*
```

Properties
**SMILES**: CC1=C[C@H]1N(C)[SiH3]
**Orbital gap**: 8.916 eV
**Largest force on an atom**: 3.9 eV Å⁻¹

Atomic partial charges in e from the Mulliken method, atoms 1 to 8: -0.914 0.498 -0.754 -0.556 0.270 -0.726 0.277 0.239

No. 3
Entry from the Open Molecules 2025 dataset: a 2-piece molecular cluster, C5H11O overall (ωB97M-V/def2-TZVPD).

```
! RIJCOSX wB97M-V def2-TZVPD def2/J DEFGRID3
* xyz 0 2
C 0.99 -0.47 -1.87
C 0.07 -1.09 -0.94
C 0.27 0.44 1.17
C -0.35 1.55 0.31
C -0.82 -0.50 1.74
O 1.47 0.23 1.23
H 1.18 -1.11 -2.75
H 0.64 0.52 -2.21
H 1.98 -0.27 -1.41
H -1.00 -0.85 -0.98
H 0.44 -1.83 -0.24
H -1.28 1.22 -0.20
H -0.61 2.43 0.96
H 0.32 1.90 -0.48
H -1.71 -0.54 1.07
H -0.45 -1.53 1.85
H -1.14 -0.10 2.74
*
```

Properties
**Orbital gap (alpha / beta)**: 8.834 / 9.873 eV
**Largest force on an atom**: 2.0 eV Å⁻¹

Atomic partial charges in e from the Mulliken method, atoms 1 to 8: -0.790 -0.909 0.744 -1.055 -1.021 -0.573 0.313 0.247

Question: What is the largest force on an atom in the first record?
Answer: 3.7 eV Å⁻¹